(1)
51
Properties=species:S:1:pos:R:3:forces:R:3:lowdin_charge:R:1 method="wB97M-V/def2-TZVPD" relative_energy_ev=2.319 orbital_gap_ev="7.72 / 7.71" e_lumo_ev="-0.3 / -0.3"
Pt 0.0208 -0.1432 -0.0057 0.0 0.3 0.5 1.1817
O 0.9416 -1.4063 3.6438 0.0 -0.1 0.0 0.0894
C 0.4424 -1.0092 2.6173 0.4 -0.4 -0.4 -0.5661
O 0.8943 -1.2329 1.4005 0.8 -0.3 1.0 -0.2067
C -0.8245 -0.1900 2.6481 -0.2 0.2 0.1 -0.1523
C -1.6298 0.1216 3.7245 0.0 0.1 0.0 0.0335
C -2.7442 0.9268 3.4939 0.0 0.0 0.0 -0.0213
C -3.0229 1.4308 2.2244 0.1 0.0 0.1 0.0324
C -2.1776 1.0828 1.1912 0.0 0.0 0.3 -0.1516
N -1.1541 0.2808 1.4528 -0.7 -0.7 0.0 -0.0343
C -2.2180 1.5146 -0.2544 0.1 -0.1 -0.6 -0.5612
O -3.0201 2.3407 -0.6275 0.0 0.0 0.0 0.0850
O -1.3266 0.9135 -1.0102 -0.7 1.0 -0.5 -0.2082
H -1.3712 -0.2547 4.7042 0.0 0.0 0.0 0.1276
H -3.3962 1.1800 4.3201 0.0 0.0 0.0 0.1124
H -3.8617 2.0823 2.0245 0.0 0.0 0.0 0.1270
O 1.6836 1.4622 -0.1965 0.5 -0.2 -0.8 -0.5310
As 2.3095 1.2571 -1.7395 -0.1 0.3 0.5 1.1657
C 3.0061 -0.5188 -1.8335 0.1 -0.2 -0.1 -0.3043
C 3.8374 -0.8296 -0.7555 -0.1 -0.1 0.0 -0.0892
C 4.3903 -2.0950 -0.6548 0.0 0.0 0.0 -0.0592
C 4.1214 -3.0495 -1.6265 0.0 0.0 0.0 -0.0690
C 3.2951 -2.7433 -2.6969 0.0 0.0 0.0 -0.0741
C 2.7327 -1.4777 -2.8041 0.1 0.0 0.1 -0.0858
C 0.9950 1.7773 -3.0194 -0.1 0.0 -0.2 -0.3073
C 0.5093 1.0202 -4.0785 0.0 0.1 0.0 -0.0841
C -0.5134 1.5262 -4.8699 0.0 0.0 0.0 -0.0706
C -1.0504 2.7748 -4.6007 0.0 0.0 0.0 -0.0650
C -0.5658 3.5303 -3.5417 0.0 0.0 0.0 -0.0598
C 0.4581 3.0365 -2.7529 -0.1 -0.1 -0.1 -0.0944
C 3.7754 2.4683 -1.9010 0.1 0.1 -0.1 -0.3073
C 4.5206 2.5538 -3.0717 0.0 0.0 0.0 -0.0896
C 5.5749 3.4491 -3.1492 0.0 0.0 0.0 -0.0803
C 5.8775 4.2546 -2.0570 0.0 0.0 0.0 -0.0797
C 5.1307 4.1661 -0.8907 0.0 0.0 0.0 -0.0725
C 4.0715 3.2683 -0.8058 0.1 0.1 -0.1 -0.0836
H 4.0248 -0.0949 0.0169 0.0 0.0 0.0 0.1125
H 5.0219 -2.3386 0.1891 0.0 0.0 0.0 0.1116
H 4.5519 -4.0395 -1.5442 0.0 0.0 0.0 0.1078
H 3.0796 -3.4904 -3.4495 0.0 0.0 0.0 0.1069
H 2.0885 -1.2644 -3.6409 0.0 0.0 0.0 0.0759
H 0.8971 0.0391 -4.2977 0.0 0.0 0.0 0.0757
H -0.8981 0.9340 -5.6902 0.0 0.0 0.0 0.1066
H -1.8582 3.1575 -5.2113 0.0 0.0 0.0 0.1079
H -0.9990 4.4959 -3.3180 0.0 0.0 0.0 0.1113
H 0.8142 3.6142 -1.9093 0.0 0.0 0.0 0.1120
H 4.2831 1.9277 -3.9243 0.0 0.0 0.0 0.1083
H 6.1593 3.5209 -4.0577 0.0 0.0 0.0 0.1050
H 6.7014 4.9549 -2.1188 0.0 0.0 0.0 0.1047
H 5.3714 4.7959 -0.0435 0.0 0.0 0.0 0.1059
H 3.4775 3.1819 0.0952 0.0 0.0 0.0 0.1017

(2)
58
Properties=species:S:1:pos:R:3:forces:R:3:lowdin_charge:R:1 method="wB97M-V/def2-TZVPD" relative_energy_ev=1.429 total_charge=-1 s2=2.03 orbital_gap_ev="5.05 / 6.95" spin_multiplicity=3 e_lumo_ev="2.1 / 1.9"
Ti 0.0012 -0.7597 -0.1550 -1.5 1.3 -1.2 0.7703
C -0.0686 -5.1000 2.8970 0.0 0.1 0.0 -0.0331
C 0.2222 -3.6218 2.9287 -0.2 -0.3 -0.4 -0.2356
C 0.7135 -2.9835 4.0473 0.1 0.0 0.3 -0.0262
C 0.9969 -1.6382 3.9799 0.1 0.3 0.1 -0.1103
C 0.7742 -0.9556 2.7973 0.0 0.0 0.1 -0.6814
Br 1.2321 0.8746 2.7827 -0.1 -0.1 0.0 0.8362
N 0.2722 -1.5350 1.6966 0.6 -0.7 1.9 -0.0566
C 0.0203 -2.8612 1.7910 0.0 0.0 0.1 -0.0366
H -0.1366 -5.5075 3.9062 0.0 0.0 0.0 0.0749
H 0.7209 -5.6375 2.3680 0.0 0.0 0.0 0.0890
H -1.0058 -5.3056 2.3787 0.0 0.0 0.0 0.0865
H 0.8804 -3.5326 4.9681 0.0 0.0 0.0 0.1190
H 1.3908 -1.0978 4.8277 0.0 0.0 0.0 0.0959
H -0.3647 -3.3421 0.9046 0.0 0.1 -0.1 0.1149
S -1.6348 0.9500 0.6711 -0.3 0.2 0.0 0.6110
C -2.2676 1.6781 -0.7895 0.1 0.0 0.0 -0.6478
C -3.6414 1.5719 -1.0591 0.0 -0.1 0.1 -0.0663
C -4.2243 2.0858 -2.2037 -0.6 -0.1 0.1 -0.1905
C -5.6507 1.9207 -2.4150 0.5 0.1 0.0 -0.1715
N -6.7808 1.7938 -2.5826 0.0 0.0 0.0 0.1533
C -3.4320 2.7541 -3.1377 -0.1 0.3 -0.5 -0.2002
C -2.0800 2.9075 -2.8728 0.1 0.1 0.0 -0.0828
C -1.4783 2.4065 -1.7149 -0.1 0.0 0.0 -0.5859
S 0.2120 2.8850 -1.4763 0.0 -0.1 0.0 0.9469
C -3.9887 3.2932 -4.3612 0.2 -0.2 0.4 -0.1805
N -4.4112 3.7253 -5.3394 0.0 0.0 0.0 0.1482
H -4.2679 1.0698 -0.3342 0.0 0.0 0.0 0.1087
H -1.4675 3.4507 -3.5799 0.0 0.0 0.0 0.1060
C 3.2416 2.3115 -0.4109 0.0 0.1 0.0 -0.0829
O 2.6463 1.8876 -1.6305 0.2 -0.1 0.1 -0.1366
C 1.4384 1.2560 -1.4772 -0.3 0.3 0.6 -0.8280
O 1.2589 0.5749 -0.3554 1.4 1.2 -0.9 -0.3036
N 1.2121 0.4933 -2.6494 0.0 -0.2 -0.1 -0.0098
N -0.0499 -0.1542 -2.5605 0.3 0.2 0.1 0.0396
H 4.1553 2.8296 -0.6939 0.0 0.0 0.0 0.0904
H 3.4730 1.4626 0.2299 0.0 0.0 0.0 0.0808
H 2.5792 2.9953 0.1253 0.0 0.0 0.0 0.0774
H 1.3467 1.0551 -3.4807 -0.2 0.0 0.0 0.1304
H 0.0196 -1.0312 -3.0631 -0.1 -0.1 0.1 0.1051
H -0.7840 0.4251 -2.9577 -0.1 -0.1 0.1 0.0927
Br 2.9026 -4.3116 -2.2341 0.1 0.0 0.0 0.7326
C 1.0149 -4.2365 -2.1316 0.1 -0.1 -0.1 -0.6266
C 0.2525 -5.2650 -2.6705 0.1 0.0 0.0 -0.2039
C -1.1207 -5.2059 -2.5815 0.0 0.0 0.0 -0.6352
Br -2.1222 -6.6422 -3.3297 0.0 0.0 0.0 0.7105
C -1.7956 -4.1421 -1.9523 -0.2 0.1 0.0 -0.2174
C -3.2075 -4.0268 -1.7920 0.1 0.0 0.0 -0.0791
C -3.7032 -2.9140 -1.0962 -0.1 -0.2 -0.1 -0.1007
C -2.8738 -1.9567 -0.5833 0.5 0.0 -0.1 -0.1562
N -1.4985 -2.0030 -0.7229 -0.6 -1.1 -0.5 -0.0845
C -0.9852 -3.1108 -1.4222 -0.4 0.1 0.1 -0.1887
C 0.4227 -3.1406 -1.5093 0.2 0.2 0.2 -0.4366
O 1.0876 -2.1420 -0.9539 0.2 -1.4 -0.3 -0.2122
H 0.7356 -6.1030 -3.1534 0.0 0.0 0.0 0.0856
H -3.8645 -4.7927 -2.1747 0.0 0.0 0.0 0.0548
H -4.7704 -2.7983 -0.9466 0.0 0.0 0.0 0.0962
H -3.2504 -1.1183 -0.0207 0.0 0.1 0.0 0.0502

(3)
63
Properties=species:S:1:pos:R:3:forces:R:3:lowdin_charge:R:1 method="wB97M-V/def2-TZVPD" relative_energy_ev=3.000 total_charge=-2 s2=6.07 orbital_gap_ev="4.50 / 8.02" spin_multiplicity=5 e_lumo_ev="3.8 / 4.3"
Fe -1.2893 0.7715 -0.0424 0.1 0.1 0.3 0.9298
O -0.6327 1.9423 -3.9928 0.0 0.0 0.0 0.0507
C -0.5489 1.7027 -2.6077 0.1 -0.1 0.0 -0.6646
O -1.6907 1.3225 -2.0804 -0.1 0.0 0.1 -0.1063
C 0.4798 0.5889 -2.3741 0.1 0.0 0.0 -0.1112
C 1.4413 0.0524 -3.2162 0.0 0.1 0.0 0.0231
C 2.0688 -1.1228 -2.8212 0.0 0.0 0.0 -0.0451
C 1.6833 -1.7711 -1.6514 0.0 0.0 0.0 -0.0001
C 0.7081 -1.1679 -0.8788 0.1 0.0 0.0 -0.1510
N 0.2122 0.0082 -1.2198 -0.1 -0.1 -0.2 0.1095
C -0.0755 -1.7978 0.2555 0.0 0.0 0.1 -0.5556
O 0.2623 -2.8724 0.7270 0.0 0.0 -0.1 0.0527
O -1.1272 -1.1139 0.5562 0.0 0.0 0.0 -0.0599
H -1.5779 2.0921 -4.1203 0.0 0.0 0.0 0.1059
H 1.6581 0.5336 -4.1587 0.0 0.0 0.0 0.1155
H 2.8304 -1.5631 -3.4539 0.0 0.0 0.0 0.1013
H 2.0898 -2.7243 -1.3431 0.0 0.0 0.0 0.1148
N -0.6456 -4.5659 -2.0982 0.0 0.0 0.1 0.0899
C -1.6769 -3.6311 -1.8710 0.0 0.0 0.0 -0.3390
C -2.5526 -3.8133 -0.7999 0.1 0.0 0.0 -0.0402
C -3.4996 -2.8534 -0.5068 0.0 0.0 0.0 -0.0575
C -3.6029 -1.7174 -1.3014 -0.1 -0.1 0.1 -0.2912
C -2.7856 -1.5575 -2.4058 0.0 0.1 -0.1 -0.0594
C -1.8278 -2.5182 -2.6923 0.0 0.0 0.0 -0.0344
S -4.6302 -0.3850 -0.7578 0.0 0.1 0.0 0.5910
O -5.7086 -0.9610 0.0070 0.0 0.0 0.0 -0.3315
O -4.9620 0.4053 -1.9133 0.0 0.0 0.0 -0.3190
N -3.5890 0.4731 0.1316 0.0 -0.1 0.0 -0.0859
C -3.4184 0.4017 1.4624 -0.3 -0.2 -0.6 -0.4471
N -2.2016 0.9124 1.7762 0.1 0.0 -0.2 0.0423
C -1.7979 0.9577 3.0247 -0.1 0.0 0.3 -0.0887
C -2.6370 0.5136 4.0372 -0.2 -0.1 -0.2 -0.0604
C -3.8604 -0.0262 3.6260 0.3 0.1 0.0 -0.1395
N -4.2701 -0.1024 2.3667 0.1 0.2 0.5 0.1425
H -0.2344 -4.8442 -1.2148 0.0 0.0 0.0 0.0785
H 0.0871 -4.1681 -2.6705 0.0 0.0 0.0 0.0662
H -2.4291 -4.6756 -0.1556 0.0 0.0 0.0 0.1120
H -4.1416 -2.9532 0.3582 0.0 0.0 0.0 0.1130
H -2.8574 -0.6467 -2.9846 0.0 0.0 0.0 0.1038
H -1.1431 -2.3694 -3.5220 0.0 0.0 0.0 0.1111
H -0.7945 1.3297 3.1924 0.0 0.0 0.0 0.1199
H -2.3379 0.5423 5.0738 0.0 0.0 0.0 0.0842
H -4.5457 -0.4372 4.3642 0.0 0.0 0.0 0.0979
O 1.3735 2.5146 -0.2647 0.0 0.0 0.0 0.0539
C 1.5311 1.7389 0.8084 0.0 0.0 0.0 -0.4153
O 0.6445 1.0048 1.2606 0.1 0.0 -0.1 0.0134
C 2.8733 1.7886 1.3775 0.0 -0.1 0.0 -0.1491
C 3.8406 2.7139 0.9414 0.0 0.0 0.0 -0.0328
C 5.0935 2.7488 1.4983 0.0 0.0 0.0 -0.0198
C 5.4342 1.8414 2.5281 0.0 0.0 0.0 -0.1968
C 4.4731 0.8986 2.9660 0.0 0.0 0.0 -0.0165
C 3.2255 0.8819 2.3973 0.0 0.0 0.0 -0.0294
N 6.6931 1.8755 3.0982 0.0 0.1 0.1 -0.4249
O 7.5320 2.7349 2.6907 0.0 0.0 0.0 -0.1096
O 6.9721 1.0619 4.0291 0.0 0.0 0.0 -0.1065
H 3.5797 3.4062 0.1519 0.0 0.0 0.0 0.1081
H 5.8408 3.4565 1.1731 0.0 0.0 0.0 0.0950
H 4.7531 0.2050 3.7440 0.0 0.0 0.0 0.0962
H 2.4872 0.1584 2.7194 0.0 0.0 0.0 0.1111
O -0.0170 2.9461 -2.0660 0.0 0.1 0.0 0.0497
C 0.0308 3.0793 -0.6879 0.0 0.0 0.0 -0.4372
O -0.9706 2.6064 0.0310 0.0 0.0 0.1 -0.1203
H 0.1805 4.1470 -0.5005 0.0 0.0 0.0 0.1628

(4)
55
Properties=species:S:1:pos:R:3:forces:R:3:lowdin_charge:R:1 method="wB97M-V/def2-TZVPD" relative_energy_ev=0.000 total_charge=+1 orbital_gap_ev="6.87 / 6.87" e_lumo_ev="-4.8 / -4.8"
Os 0.4897 0.6440 -0.1255 0.0 0.4 0.4 1.6426
O -2.8378 -4.2534 1.5447 -0.1 0.0 0.0 0.1238
C -2.1228 -3.1625 1.2654 0.1 0.1 0.0 -0.2562
C -0.9825 -2.7848 1.9892 -0.1 -0.1 -0.1 0.1122
C -0.3080 -1.6604 1.5787 0.0 0.1 0.1 -0.1610
N -0.7079 -0.9369 0.5472 -0.1 -0.3 0.1 0.0073
C -1.8023 -1.2698 -0.1262 0.0 0.1 0.0 -0.1527
C -2.5528 -2.3702 0.1914 0.0 0.0 0.1 0.1171
C -2.0847 -0.2636 -1.1943 -0.1 0.1 -0.2 -0.5361
O -3.0764 -0.2297 -1.8580 0.1 0.1 0.0 0.1531
O -1.1078 0.6622 -1.2389 -0.3 -0.2 -0.6 -0.3085
C 0.9097 -1.0568 2.2112 0.3 0.2 0.0 -0.5046
O 1.4355 -1.4835 3.1966 0.1 0.0 0.0 0.1553
O 1.2977 0.0408 1.5470 -0.1 -0.4 0.5 -0.1975
H -2.5049 -4.7084 2.3284 0.0 0.0 0.0 0.1344
H -0.6172 -3.3365 2.8464 0.0 0.0 0.0 0.1464
H -3.4421 -2.6035 -0.3771 0.0 -0.1 0.0 0.1542
C 1.6752 -2.1172 -1.3104 0.1 0.0 0.2 -0.1280
N 1.8191 -0.6763 -1.0892 -0.3 -0.1 -0.6 -0.0980
C 2.8292 -0.0667 -1.5986 0.0 0.1 0.1 -0.0332
C 2.8806 1.3545 -1.4247 -0.2 0.0 -0.1 -0.2791
C 3.7279 2.3470 -1.7958 0.1 0.2 0.0 0.0313
C 3.1596 3.5821 -1.3116 0.2 -0.1 -0.1 -0.0289
C 2.0065 3.2792 -0.6704 0.0 -0.2 0.1 -0.0913
N 1.7877 1.9010 -0.7303 0.2 0.3 -0.3 -0.1682
C 0.4462 -2.5090 -2.0933 0.0 0.0 0.1 -0.2268
C -0.1206 -3.7574 -1.8550 0.0 0.0 0.0 -0.0503
C -1.2392 -4.1666 -2.5642 0.0 0.0 0.0 -0.0680
C -1.8034 -3.3266 -3.5159 0.0 0.0 0.0 -0.0630
C -1.2260 -2.0930 -3.7752 0.0 0.0 0.0 -0.0613
C -0.1006 -1.6867 -3.0696 0.0 0.0 -0.1 -0.0499
H 1.6445 -2.5991 -0.3309 0.0 -0.1 0.0 0.1226
H 2.5644 -2.4825 -1.8305 0.1 0.0 0.1 0.1342
H 3.6007 -0.6055 -2.1397 0.0 0.0 0.0 0.1514
H 4.6515 2.2261 -2.3406 0.0 0.1 0.0 0.1242
H 3.5732 4.5693 -1.4353 0.0 0.0 0.0 0.1135
H 1.3159 3.9378 -0.1710 -0.1 -0.1 0.0 0.1109
H 0.3237 -4.4155 -1.1154 0.0 0.0 0.0 0.1203
H -1.6703 -5.1414 -2.3746 0.0 0.0 0.0 0.1122
H -2.6890 -3.6346 -4.0557 0.0 0.0 0.0 0.1129
H -1.6570 -1.4378 -4.5204 0.0 0.0 0.0 0.1190
H 0.3426 -0.7219 -3.2853 0.0 0.0 0.0 0.1151
Se -1.9972 3.0224 -0.1892 0.0 -0.1 0.0 1.2605
N -0.6598 2.2169 0.7437 0.2 -0.1 0.3 -0.3519
C -0.5047 2.8683 1.8912 0.1 0.0 0.0 -0.3260
C 0.4865 2.6115 2.8924 0.0 0.0 -0.1 -0.0112
C 0.4915 3.3877 4.0010 0.0 0.1 0.0 -0.0366
C -0.4637 4.4429 4.2144 0.1 -0.1 0.1 -0.0512
C -1.4030 4.7320 3.2916 0.0 0.0 -0.1 -0.0055
C -1.4282 3.9682 2.0773 0.1 0.0 0.0 -0.3659
N -2.2504 4.2034 1.0790 -0.1 0.0 0.0 -0.2134
H 1.2087 1.8233 2.7529 0.0 0.0 0.0 0.0945
H 1.2439 3.2127 4.7591 0.0 0.0 0.0 0.1175
H -0.4152 5.0107 5.1336 0.0 0.0 0.0 0.1143
H -2.1365 5.5139 3.4304 0.0 0.0 0.0 0.1237